[1]
The following is a DFT calculation (wB97M-V/def2-TZVPD) of one molecule with the formula C4H9NO.

The electronic energy is -7828.5719 eV. The value obtained for the molar mass is 87.12 g mol⁻¹. The calculation puts the LUMO energy at 0.8704 eV. Its charge is 0. Its energy above the lowest of the compared OMol25 structures with the same formula, charge and spin is 86.4 kcal/mol. Its SMILES is CC/C(C)=[NH+]\[O-].

Last column: Mulliken charge in e.
Element x y z (Å)
O (2.460, -0.702, 0.080)  -0.65
N (1.698, 0.306, 0.061)  0.20
C (-0.304, -0.891, 0.693)  -0.70
C (0.472, 0.418, 0.456)  0.43
C (-0.316, 1.644, 0.071)  -1.13
C (-0.935, -1.314, -0.708)  -0.84
H (0.389, -1.614, 1.133)  0.35
H (2.144, 1.176, -0.074)  0.21
H (-1.627, -0.484, -0.868)  0.24
H (-1.023, -0.814, 1.479)  0.36
H (-1.355, -2.386, -0.897)  0.31
H (0.256, 2.508, -0.291)  0.37
H (-0.814, 2.033, 0.897)  0.33
H (-0.029, -1.136, -1.453)  0.25
H (-1.016, 1.254, -0.579)  0.25

=====

[2]
The following is a DFT calculation (wB97M-V/def2-TZVPD) of C4H7Cl2N2O as an isolated structure.

The electronic energy is -34321.1265 eV. The value obtained for the molar mass is 170.02 g mol⁻¹. The calculation puts the LUMO energy (alpha / beta) at -4.3709 / -3.7848 eV. Its charge is +1. Its energy above the lowest of the compared OMol25 structures with the same formula, charge and spin is 68.1 kcal/mol.

Last column: Mulliken charge in e.
Element x y z (Å)
Cl (-2.130, 0.466, -0.733)  0.01
Cl (-4.853, 0.215, -0.038)  -0.07
O (-0.694, -2.378, 0.026)  -0.39
N (1.418, 0.410, -0.575)  -0.19
N (0.038, -1.233, -0.053)  0.30
C (-0.344, -0.163, 0.720)  -0.81
C (1.036, -0.867, -0.863)  -0.08
C (0.743, 0.910, 0.602)  -0.22
C (-3.569, 1.158, -0.366)  -0.11
H (-0.909, -2.794, -0.798)  0.37
H (1.176, 0.915, 1.678)  0.27
H (-3.420, 2.222, 0.084)  0.32
H (1.407, -1.426, -1.734)  0.39
H (2.083, 1.048, -1.156)  0.29
H (-1.129, -0.162, 1.452)  0.61
H (0.223, 1.873, 0.370)  0.31

=====

[3]
The following is a DFT calculation (wB97M-V/def2-TZVPD) of C19H13CaF15N2O5S2 as an isolated structure.

The electronic energy is -113982.8539 eV. The value obtained for the molar mass is 738.50 g mol⁻¹. The calculation puts the LUMO energy at -9.9193 eV. Its charge is +2.

Last column: Mulliken charge in e.
Element x y z (Å)
Ca (-7.621, 5.074, 1.451)  1.54
S (1.556, -2.738, 1.992)  1.37
S (-5.319, 2.694, -0.392)  1.31
F (-3.160, 0.827, 0.801)  -0.24
F (-2.553, -0.568, -1.460)  -0.32
F (-6.550, 2.214, -1.235)  -0.25
F (3.060, -2.971, 2.288)  -0.18
F (-6.646, 3.646, 0.664)  -0.30
F (-5.321, 4.010, -1.224)  -0.24
F (-3.557, -2.500, -1.566)  -0.33
F (-4.210, 3.327, 0.507)  -0.23
F (-4.404, -0.328, 2.098)  -0.30
F (-0.037, -0.596, 0.476)  -0.49
F (-5.594, 1.831, 2.064)  -0.28
F (-5.121, -1.962, 0.467)  -0.29
F (-4.340, 1.973, -1.320)  -0.17
F (-6.696, 0.673, 0.672)  -0.20
F (-5.316, -0.564, -1.179)  -0.31
O (0.139, -1.539, -2.660)  -0.50
O (0.840, -3.949, 2.181)  -0.64
O (1.140, -1.588, 2.721)  -0.58
O (5.470, -0.885, -0.104)  -0.54
O (3.652, -4.883, -0.336)  -0.37
N (1.666, -3.593, -0.536)  -0.85
N (1.842, -0.554, -1.375)  -0.41
C (-5.531, 1.238, 0.866)  0.34
C (-4.339, 0.204, 0.870)  0.82
C (5.223, 3.714, 0.534)  -0.65
C (4.683, 0.001, 0.107)  0.16
C (0.662, -1.307, -1.620)  -0.49
C (-3.162, -1.520, -0.711)  1.02
C (3.289, -0.315, 0.648)  -0.53
C (1.570, -2.345, 0.227)  0.56
C (5.483, 3.140, -1.788)  -0.61
C (2.567, -1.263, -0.305)  -0.34
C (-4.504, -0.955, -0.174)  0.58
C (0.200, -1.789, -0.197)  1.27
C (5.239, 1.805, -1.490)  -0.53
C (-2.276, -2.135, 0.340)  -1.51
C (4.967, 2.388, 0.840)  -0.09
C (2.675, -4.285, -0.410)  0.58
C (-0.990, -2.729, -0.248)  -1.13
C (5.472, 4.090, -0.780)  -0.41
C (4.979, 1.439, -0.176)  0.28
H (4.769, 2.089, 1.861)  0.43
H (-1.134, -3.117, -1.253)  0.52
H (-2.840, -2.963, 0.766)  0.62
H (3.374, -0.697, 1.662)  0.57
H (1.654, 0.425, -1.196)  0.40
H (2.712, 0.607, 0.730)  0.43
H (3.354, -1.803, -0.837)  0.68
H (5.205, 4.471, 1.305)  0.39
H (-2.062, -1.460, 1.165)  0.60
H (5.696, 3.426, -2.809)  0.40
H (5.667, 5.127, -1.014)  0.39
H (5.243, 1.063, -2.276)  0.44
H (-0.764, -3.596, 0.368)  0.62